ORCA calculation (ωB97M-V/def2-TZVPD) on an isolated molecule of C7H12O2Si.

Last column: Mulliken charge in e.
Element x y z (Å)
H (-3.1302, 0.7837, -1.9101)  0.30
H (-3.3806, -0.8968, -1.4301)  0.28
C (1.7887, 1.8557, -0.4650)  -1.00
C (-1.3684, -0.1887, -1.4288)  -0.51
O (1.7670, -0.4008, 1.3944)  -0.62
H (0.9061, -0.1788, 1.9118)  0.41
C (-0.5998, -0.1127, -0.3330)  0.11
H (1.5694, -2.1134, -1.6657)  0.28
O (-1.0999, 0.0950, 1.9892)  -0.69
C (-1.4191, 0.0339, 0.8095)  0.53
H (2.6340, 2.1986, 0.1042)  0.33
C (-2.8578, -0.0352, -1.1369)  -0.60
H (0.8354, 2.3600, -0.2360)  0.28
H (3.1580, -1.5650, -0.9166)  0.34
H (-3.3474, -0.8901, 0.8155)  0.23
H (-0.9927, -0.6292, -2.3114)  0.49
H (2.4846, -0.7322, -2.2423)  0.34
Si (1.2516, 0.0435, -0.1576)  0.47
C (-2.8396, 0.0271, 0.3502)  -0.46
C (2.1738, -1.2129, -1.3005)  -1.11
H (-3.2658, 0.9169, 0.8604)  0.27
H (1.9781, 2.1015, -1.5400)  0.32

Forces on the atoms, in the same order (eV/Å):
-0.3 -0.7 2.0
-0.7 -1.2 -0.8
-1.4 -0.7 -1.4
-0.4 -1.4 1.4
-3.1 1.0 0.0
1.9 -0.6 -0.3
1.9 0.6 -1.2
0.7 1.1 0.9
0.4 0.0 -0.5
-1.2 0.1 1.7
0.1 0.1 0.5
1.8 1.3 -2.2
0.6 0.5 0.3
-0.9 0.1 0.3
0.6 1.3 -0.6
0.3 0.4 -1.4
-0.3 0.2 0.1
2.9 -1.2 -0.3
-2.1 0.4 2.3
-0.3 -0.4 -1.0
-0.2 -0.5 -0.5
-0.1 -0.4 0.7

Results
**HOMO**: -9.85 eV
**Energy above the lowest of the compared OMol25 structures with the same formula, charge and spin**: 0.000 eV
**Structure (SMILES)**: C[Si](C)(O)C1=CCCC1=O
**Total energy**: -19426.92288 eV

=====

ORCA calculation (ωB97M-V/def2-TZVPD) on a cluster of 2 separate species, CH6OS in total.

Last column: Mulliken charge in e.
Element x y z (Å)
H (0.5695, 1.4521, -2.1644)  0.30
C (0.4665, -0.4999, -2.2346)  -0.59
H (-0.3649, 1.1171, 2.1464)  0.14
H (-0.5432, -0.9002, -2.3295)  0.24
O (0.4423, 0.7366, -1.5258)  -0.49
H (1.0442, -1.2241, -1.6609)  0.22
H (0.9044, -0.4005, -3.2250)  0.34
S (-0.4870, -0.1945, 1.9388)  -0.29
H (-0.2822, -0.0427, 0.6247)  0.11

Forces on the atoms, in the same order (eV/Å):
-0.1 -0.2 0.4
-0.2 -0.1 0.2
0.0 0.1 0.0
-0.1 0.0 -0.1
0.2 0.2 -0.4
0.1 0.1 0.0
0.1 0.0 -0.1
0.0 -0.1 0.0
0.0 0.0 -0.1

Results
**HOMO**: -9.42 eV
**Energy above the lowest of the compared OMol25 structures with the same formula, charge and spin**: 0.453 eV
**Structure (SMILES)**: CO.S
**Total energy**: -14016.39123 eV

=====

ORCA calculation (ωB97M-V/def2-TZVPD) on a structure of composition C12H12N2NaO2.

Last column: Mulliken charge in e.
Element x y z (Å)
H (2.9854, -0.1938, -0.6090)  0.48
C (-0.3486, 0.6193, 0.2220)  0.70
C (1.8902, -1.5976, 0.6569)  0.17
H (1.4700, -3.7639, 1.0956)  0.45
H (-4.1535, -0.0278, -0.9926)  0.36
H (1.5549, -0.9499, -1.4908)  0.29
C (-1.2490, 1.7532, 0.4940)  -0.25
C (0.6542, 3.2537, -0.0848)  -0.49
H (0.7738, -3.0932, -0.4998)  0.25
Na (2.4476, 0.1103, -2.8180)  0.99
N (-2.6590, -0.2098, 0.5964)  -0.04
O (-1.0191, -1.7864, 0.5683)  -0.52
H (2.5589, -3.3936, -0.3669)  0.29
O (-3.5133, 1.8015, 1.4762)  -0.48
N (2.0476, -1.2618, 1.8737)  -0.62
H (1.9836, -2.1446, 2.3987)  0.30
C (1.5459, 2.1167, -0.3512)  -0.69
C (-0.7413, 3.1059, 0.3341)  -0.56
H (-1.4336, 3.9535, 0.5169)  0.46
C (1.0338, 0.7397, -0.1986)  0.92
C (1.8901, -0.5306, -0.4882)  -0.80
H (2.5985, 2.3144, -0.6813)  0.43
C (-2.6397, 1.2058, 0.9287)  0.21
C (1.6390, -3.0978, 0.2167)  -1.20
H (-2.4479, -0.3933, -1.5800)  0.27
C (-1.2588, -0.6127, 0.4577)  0.24
H (-3.4582, -1.6532, -0.7220)  0.27
C (-3.1968, -0.5592, -0.7574)  -0.80
H (1.0454, 4.2954, -0.1951)  0.35

Forces on the atoms, in the same order (eV/Å):
-1.3 -0.4 0.3
-1.1 1.3 0.2
-0.8 -1.6 0.0
0.1 0.6 -0.8
1.0 -0.2 0.4
-0.1 -0.5 1.7
2.8 0.0 -0.6
-0.7 -1.1 0.2
0.7 -0.3 0.9
0.2 0.5 -0.6
1.5 1.2 -0.8
0.9 0.8 -0.6
-0.9 -0.1 0.6
0.2 0.0 -0.4
-0.1 -0.2 -1.3
0.1 0.6 0.3
-2.3 -0.6 0.5
1.0 -2.1 -0.2
0.9 -0.5 -0.1
-0.9 1.7 0.4
0.7 1.0 0.2
-1.0 -0.2 0.5
0.8 0.0 -0.8
0.6 1.6 -0.9
-0.7 0.1 0.7
-0.3 -0.4 0.9
0.4 1.1 -0.1
-1.4 -0.9 -0.3
-0.3 -1.2 0.1

Results
**HOMO**: -12.73 eV
**Total charge**: +1
**Total energy**: -24122.25670 eV

=====

ORCA calculation (ωB97M-V/def2-TZVPD) on an isolated molecule of C5H4O2.

Last column: Mulliken charge in e.
Element x y z (Å)
O (-1.4971, -1.4960, 1.7330)  -0.45
C (0.8943, 0.3395, -0.8925)  -0.53
C (-0.0361, 1.1367, -0.1919)  0.10
H (1.6851, 0.8040, -1.4622)  0.33
H (1.7551, -1.6311, -0.9024)  0.35
C (-0.9607, 0.6628, 0.7055)  -0.59
H (-1.5530, 1.3514, 1.3135)  0.34
C (0.8578, -1.0200, -0.7388)  -0.04
O (-0.1759, -1.6181, -0.2250)  -0.39
H (0.0668, 2.2141, -0.2951)  0.34
C (-1.0362, -0.7433, 0.9560)  0.53

Forces on the atoms, in the same order (eV/Å):
0.0 0.8 -0.5
0.2 -0.1 0.0
-0.2 0.0 0.1
0.1 0.0 0.2
-0.6 -0.1 -0.6
0.2 -0.2 -0.5
0.2 -0.5 -0.1
0.0 0.5 0.2
-0.1 1.0 1.8
-0.1 -0.1 0.0
0.3 -1.2 -0.6

Results
**HOMO**: -8.79 eV
**Energy above the lowest of the compared OMol25 structures with the same formula, charge and spin**: 0.896 eV
**Structure (SMILES)**: O=c1cccco1
**Total energy**: -9343.28596 eV